1.
Here is 10 unconnected molecules or ions with the total composition C32H90N6O10 in a non-equilibrium geometry from OMol25. Energies are from ωB97M-V/def2-TZVPD.

```
138
C32H90N6O10 ωB97M-V/def2-TZVPD
C -4.513 -7.143 3.519
C -4.654 -6.368 2.250
C -6.131 -5.983 2.031
O -6.981 -7.155 1.799
C -7.918 -7.312 2.925
N -3.734 -5.272 2.332
H -4.278 -6.624 4.449
H -3.579 -7.703 3.487
H -5.387 -7.714 3.834
H -4.291 -6.952 1.405
H -6.128 -5.201 1.271
H -6.431 -5.461 2.940
H -7.385 -7.571 3.840
H -8.412 -8.250 2.673
H -8.684 -6.539 2.988
H -4.023 -4.615 1.622
H -3.938 -4.759 3.177
C -3.197 -5.137 -8.150
C -1.908 -4.801 -7.369
C -1.066 -3.580 -8.000
O -0.466 -4.083 -9.280
C 0.411 -3.099 -9.917
N -2.298 -4.480 -5.984
H -3.752 -4.210 -8.294
H -3.754 -5.876 -7.575
H -3.103 -5.625 -9.120
H -1.316 -5.715 -7.424
H -0.253 -3.320 -7.322
H -1.697 -2.740 -8.291
H 1.282 -3.173 -9.266
H -0.019 -2.098 -9.955
H 0.661 -3.357 -10.946
H -1.505 -4.841 -5.474
H -2.985 -5.166 -5.707
C 0.933 7.527 5.330
C 1.812 8.161 6.412
C 1.651 9.713 6.629
O 0.392 10.212 7.080
C 0.450 11.503 7.616
N 1.544 7.516 7.668
H 1.308 6.571 4.964
H 0.905 8.152 4.438
H -0.095 7.475 5.688
H 2.847 7.909 6.183
H 1.797 10.156 5.644
H 2.420 10.075 7.311
H 0.952 11.461 8.583
H -0.544 11.948 7.671
H 1.022 12.139 6.940
H 2.263 7.892 8.269
H 0.771 7.825 8.239
C -10.905 -2.992 -4.348
C -10.156 -3.344 -3.101
C -10.243 -2.163 -2.029
O -9.889 -0.866 -2.546
C -8.476 -0.710 -2.804
N -10.757 -4.508 -2.490
H -10.468 -2.069 -4.728
H -11.994 -3.028 -4.335
H -10.773 -3.700 -5.166
H -9.087 -3.393 -3.308
H -9.735 -2.460 -1.112
H -11.303 -2.130 -1.778
H -8.224 -1.478 -3.536
H -7.974 -0.773 -1.839
H -8.322 0.262 -3.272
H -10.342 -4.768 -1.606
H -11.686 -4.262 -2.180
C 6.844 3.402 3.837
C 7.799 3.015 4.953
C 9.221 3.648 4.852
O 9.116 5.039 4.640
C 10.282 5.817 5.104
N 7.313 3.325 6.292
H 6.458 4.412 3.969
H 5.963 2.764 3.758
H 7.323 3.401 2.858
H 7.984 1.943 4.886
H 9.709 3.208 3.983
H 9.816 3.379 5.724
H 10.480 5.962 6.165
H 10.555 6.770 4.651
H 11.136 5.300 4.666
H 6.309 3.226 6.248
H 7.458 4.254 6.661
C 4.551 -6.731 1.086
C 3.463 -6.278 0.044
C 4.222 -6.045 -1.293
O 5.197 -4.962 -1.295
C 4.520 -3.689 -1.173
N 2.361 -7.228 0.062
H 4.264 -6.887 2.126
H 5.278 -5.919 1.041
H 5.148 -7.577 0.745
H 3.083 -5.325 0.414
H 3.552 -6.020 -2.152
H 4.814 -6.933 -1.513
H 5.225 -2.862 -1.257
H 3.959 -3.621 -0.240
H 3.949 -3.564 -2.093
H 1.548 -6.776 0.455
H 2.629 -7.973 0.690
C 0.467 1.389 -0.620
C -0.524 0.342 -1.249
O -0.198 -0.242 -2.524
H 0.747 2.300 -1.150
H 1.471 0.979 -0.507
H 0.212 1.666 0.403
H -1.537 0.719 -1.112
H -0.547 -0.461 -0.512
H -0.527 -1.133 -2.664
C 4.968 7.276 -3.016
C 6.288 6.971 -3.720
O 6.039 6.865 -5.125
H 4.785 8.330 -3.226
H 5.054 7.129 -1.939
H 4.086 6.729 -3.350
H 6.771 6.033 -3.444
H 6.921 7.850 -3.606
H 6.446 7.588 -5.608
C -3.739 1.010 4.726
C -5.139 1.520 4.323
O -6.007 1.970 5.353
H -3.920 0.089 5.281
H -3.143 1.602 5.421
H -3.125 0.783 3.855
H -5.639 0.701 3.807
H -5.014 2.230 3.506
H -6.629 2.587 4.960
C 4.841 1.543 -5.494
C 6.371 1.435 -5.357
O 6.882 1.995 -6.539
H 4.411 0.675 -5.993
H 4.423 2.465 -5.898
H 4.529 1.576 -4.450
H 6.599 0.370 -5.323
H 6.811 1.911 -4.481
H 6.370 2.806 -6.577
```

Values from the calculation:
HOMO-LUMO gap (hartree): 0.336
LUMO level (Eh): 0.005
Energy above the lowest of the compared OMol25 structures with the same formula, charge and spin (kJ/mol): 578.5
DFT total energy (eV): -64049.219
Maximum force (eV Å⁻¹): 2.932

Results of the Mulliken charge analysis, in e, for atoms 1 through 6:
1 C -1.2209
2 C 0.4772
3 C -0.7538
4 O -0.3466
5 C -0.6800
6 N -0.7394

2.
Here is 9 unconnected molecules or ions with the total composition C32H90N7O11 in a non-equilibrium geometry from OMol25. Energies are from ωB97M-V/def2-TZVPD.

```
140
C32H90N7O11 ωB97M-V/def2-TZVPD
C -2.997 -4.300 1.418
C -2.248 -5.272 0.520
C -1.314 -4.672 -0.508
O -0.728 -5.712 -1.284
C 0.465 -5.281 -1.925
N -1.420 -6.257 1.358
H -1.426 -7.222 1.002
H -0.419 -6.064 1.409
H -1.789 -6.429 2.294
H -2.544 -3.820 2.287
H -3.896 -4.746 1.849
H -3.356 -3.523 0.741
H -2.980 -5.883 -0.006
H -0.608 -3.929 -0.122
H -1.911 -4.187 -1.287
H 1.054 -5.871 -2.624
H 1.170 -5.071 -1.109
H 0.244 -4.340 -2.440
C -3.426 -2.102 -4.144
C -3.043 -1.012 -3.162
C -2.613 0.216 -3.902
O -2.202 1.210 -2.978
C -1.371 2.218 -3.556
N -4.155 -0.690 -2.187
H -4.230 -1.464 -1.527
H -3.934 0.122 -1.580
H -5.088 -0.569 -2.583
H -2.627 -2.360 -4.836
H -4.388 -1.897 -4.612
H -3.579 -3.031 -3.585
H -2.171 -1.224 -2.539
H -3.398 0.559 -4.593
H -1.912 -0.083 -4.692
H -0.800 1.783 -4.379
H -0.712 2.477 -2.726
H -1.971 3.057 -3.907
C 2.536 1.135 -4.263
C 1.660 -0.082 -4.426
C 1.155 -0.340 -5.833
O 0.455 -1.588 -5.751
C -0.066 -2.069 -6.966
N 2.308 -1.321 -3.813
H 1.925 -2.185 -4.204
H 3.306 -1.397 -3.633
H 1.891 -1.275 -2.857
H 2.588 1.597 -3.278
H 2.347 1.841 -5.071
H 3.596 0.885 -4.392
H 0.754 0.044 -3.829
H 1.952 -0.592 -6.535
H 0.456 0.470 -6.045
H 0.726 -2.321 -7.678
H -0.788 -1.494 -7.555
H -0.602 -3.008 -6.814
C 3.302 -0.388 2.491
C 4.290 -0.680 1.370
C 5.577 -1.352 1.783
O 6.377 -1.397 0.602
C 7.416 -2.359 0.685
N 3.510 -1.611 0.451
H 2.755 -1.134 -0.062
H 4.174 -1.995 -0.231
H 3.238 -2.462 0.942
H 2.420 0.095 2.059
H 3.636 0.298 3.268
H 2.924 -1.285 2.985
H 4.487 0.127 0.665
H 5.421 -2.367 2.167
H 6.096 -0.774 2.549
H 7.070 -3.394 0.685
H 8.134 -2.290 1.512
H 8.100 -2.091 -0.122
C 3.020 5.839 -3.278
C 2.388 5.777 -1.906
C 1.946 4.434 -1.393
O 1.481 4.546 -0.040
C 1.428 3.306 0.629
N 3.378 6.415 -0.892
H 3.061 6.353 0.078
H 4.285 5.938 -0.881
H 3.624 7.370 -1.156
H 2.259 5.574 -4.015
H 3.909 5.217 -3.389
H 3.308 6.822 -3.658
H 1.617 6.545 -1.827
H 2.864 3.838 -1.305
H 1.119 3.953 -1.914
H 1.141 3.499 1.661
H 2.366 2.740 0.627
H 0.699 2.681 0.107
C -4.184 7.715 2.627
C -2.854 7.102 3.069
C -2.555 5.683 2.565
O -2.170 5.588 1.201
C -2.362 4.325 0.575
N -1.703 8.062 2.844
H -1.673 8.241 1.835
H -1.900 8.965 3.281
H -0.757 7.759 3.069
H -4.406 8.639 3.160
H -4.938 6.957 2.822
H -4.092 7.963 1.568
H -2.889 6.869 4.136
H -3.503 5.149 2.658
H -1.783 5.265 3.217
H -3.247 3.791 0.933
H -1.587 3.615 0.893
H -2.364 4.254 -0.509
C 0.033 -5.767 7.430
C -0.621 -4.671 6.581
C 0.053 -4.563 5.218
O -0.379 -3.284 4.717
C 0.157 -2.880 3.436
N -2.122 -4.964 6.387
H -2.536 -4.101 6.028
H -2.288 -5.636 5.642
H -2.476 -5.229 7.306
H 0.081 -6.772 7.009
H -0.463 -5.905 8.391
H 1.046 -5.376 7.519
H -0.634 -3.682 7.036
H -0.180 -5.363 4.507
H 1.125 -4.404 5.349
H -0.346 -3.538 2.722
H 1.236 -3.036 3.379
H -0.167 -1.846 3.364
C -2.856 1.132 1.798
C -4.382 1.057 1.478
O -4.700 0.500 0.385
O -5.161 1.651 2.225
H -2.257 1.572 0.998
H -2.633 0.092 2.048
H -2.705 1.805 2.643
C -0.636 -0.072 0.098
C 0.598 -0.446 -0.741
O 1.590 0.352 -0.759
O 0.622 -1.537 -1.383
H -0.453 0.934 0.475
H -0.798 -0.694 0.975
H -1.475 0.012 -0.593
```

Values from the calculation:
HOMO-LUMO gap (hartree): 0.195
LUMO level (Eh): -0.381
Charge: +5
DFT total energy (eV): -67544.767
Maximum force (eV Å⁻¹): 2.415

Results of the Mulliken charge analysis, in e, for atoms 1 through 6:
1 C -1.1481
2 C 0.2770
3 C -0.4976
4 O -0.4709
5 C -0.5078
6 N -0.2624

3.
Here is a molecular structure, C32H91Cu2N5O15P in a non-equilibrium geometry from OMol25. Energies are from ωB97M-V/def2-TZVPD.

```
146
C32H91Cu2N5O15P ωB97M-V/def2-TZVPD
Cu -11.352 -2.212 -2.023
Cu -12.096 0.402 1.404
P -12.938 -0.003 -1.286
O -12.316 -0.245 -2.688
O -14.401 0.454 -1.286
O -12.378 1.311 -0.658
O -12.695 -1.152 -0.339
C -8.924 -6.169 -4.291
C -9.024 -4.953 -5.129
O -7.926 -4.204 -4.820
H -8.935 -5.955 -3.222
H -8.035 -6.765 -4.494
H -9.800 -6.763 -4.552
H -9.927 -4.380 -4.917
H -8.992 -5.273 -6.170
H -8.016 -3.340 -5.230
C -8.539 1.825 -3.442
C -9.653 1.195 -2.719
O -10.004 0.069 -3.491
H -8.791 2.065 -4.475
H -7.649 1.218 -3.277
H -8.146 2.703 -2.927
H -10.525 1.849 -2.718
H -9.440 0.781 -1.733
H -10.905 -0.061 -3.185
C -13.148 -3.469 -5.978
C -13.243 -2.066 -5.293
O -13.138 -2.228 -3.923
H -13.596 -3.486 -6.972
H -13.717 -4.124 -5.318
H -12.132 -3.863 -6.006
H -14.262 -1.743 -5.510
H -12.530 -1.313 -5.629
H -12.922 -1.348 -3.607
C -13.338 2.307 -6.488
C -12.534 1.519 -5.447
O -13.454 1.144 -4.498
H -13.992 1.585 -6.977
H -12.733 2.734 -7.288
H -13.962 3.064 -6.013
H -11.804 2.150 -4.938
H -11.994 0.704 -5.930
H -13.072 0.596 -3.809
C -12.265 -4.561 2.996
C -12.946 -3.635 1.959
O -11.957 -3.047 1.222
H -13.020 -5.032 3.625
H -11.637 -3.941 3.636
H -11.601 -5.361 2.668
H -13.439 -2.764 2.390
H -13.584 -4.260 1.334
H -12.288 -2.416 0.579
C -8.202 3.205 0.705
C -9.647 3.244 0.230
O -10.385 2.115 0.699
H -7.630 3.984 0.203
H -7.763 2.244 0.438
H -8.138 3.391 1.777
H -9.666 3.288 -0.858
H -10.145 4.150 0.575
H -11.164 1.956 0.162
C -10.269 -1.508 5.257
C -10.095 -0.608 4.016
C -8.718 -0.742 3.359
O -7.697 -0.094 4.120
C -6.398 -0.423 3.613
N -11.172 -0.923 3.173
H -11.064 -1.126 5.898
H -9.334 -1.371 5.799
H -10.387 -2.554 4.975
H -10.184 0.424 4.354
H -8.787 -0.116 2.469
H -8.459 -1.783 3.169
H -6.359 -1.484 3.366
H -5.645 -0.223 4.375
H -6.149 0.221 2.770
H -12.059 -0.920 3.657
H -11.067 -1.859 2.809
C -16.925 -3.458 -2.706
C -16.236 -2.831 -1.494
C -16.780 -3.395 -0.172
O -16.090 -2.706 0.898
C -16.892 -2.679 2.080
N -14.782 -3.012 -1.601
H -16.654 -4.511 -2.788
H -16.607 -2.960 -3.622
H -18.008 -3.375 -2.622
H -16.507 -1.780 -1.591
H -16.523 -4.454 -0.136
H -17.868 -3.334 -0.182
H -17.197 -3.653 2.463
H -17.793 -2.079 1.953
H -16.209 -2.196 2.779
H -14.307 -2.363 -0.991
H -14.482 -2.715 -2.519
C -7.981 -1.552 -0.643
C -8.227 -2.988 -1.135
C -8.805 -3.902 -0.125
O -7.856 -4.192 0.834
C -8.287 -5.160 1.721
N -9.055 -2.872 -2.356
H -8.886 -1.006 -0.376
H -7.481 -0.945 -1.398
H -7.386 -1.525 0.270
H -7.242 -3.401 -1.350
H -9.150 -4.807 -0.625
H -9.722 -3.434 0.235
H -7.487 -5.608 2.310
H -8.749 -6.023 1.240
H -9.000 -4.802 2.464
H -9.088 -3.781 -2.796
H -8.590 -2.301 -3.048
C -7.613 -2.343 -7.755
C -8.486 -1.403 -6.964
C -9.985 -1.733 -7.283
O -10.234 -1.253 -8.605
C -11.625 -1.211 -8.980
N -8.206 -1.521 -5.530
H -6.576 -2.235 -7.439
H -7.667 -2.069 -8.809
H -7.990 -3.360 -7.644
H -8.277 -0.372 -7.252
H -10.526 -1.102 -6.578
H -10.195 -2.789 -7.115
H -12.035 -2.189 -9.233
H -11.785 -0.438 -9.731
H -12.156 -0.848 -8.099
H -7.357 -0.991 -5.392
H -8.890 -0.965 -5.036
C -13.256 -6.588 -0.791
C -12.303 -5.972 -1.831
C -12.682 -6.201 -3.320
O -12.629 -7.571 -3.630
C -12.796 -7.754 -5.039
N -12.117 -4.565 -1.518
H -12.896 -6.569 0.237
H -13.451 -7.637 -1.017
H -14.202 -6.051 -0.727
H -11.438 -6.592 -1.594
H -11.935 -5.665 -3.906
H -13.630 -5.724 -3.566
H -11.981 -7.277 -5.584
H -13.764 -7.493 -5.466
H -12.810 -8.833 -5.192
H -12.089 -4.468 -0.513
H -13.060 -4.216 -1.613
```

Values from the calculation:
HOMO-LUMO gap (hartree): 0.224
LUMO level (Eh): 0.081
Charge: -1
DFT total energy (eV): -171392.415
Maximum force (eV Å⁻¹): 7.820

Results of the Mulliken charge analysis, in e, for atoms 1 through 6:
1 Cu 1.6475
2 Cu -0.0132
3 P 0.4351
4 O -0.0849
5 O -0.9190
6 O -1.2699